DFT (ωB97M-V with the def2-TZVPD basis set) results for one molecule with the formula C3H5ClS2.

```
11
Properties=species:S:1:pos:R:3
S 1.6658 1.3786 -0.4045
C 0.3071 0.5388 0.4220
C 0.3015 -0.9379 0.3130
Cl 1.6605 -1.6258 -0.4024
C -0.6984 -0.1647 -0.5708
S -2.3972 -0.2094 -0.3277
H 2.4702 0.6630 0.3969
H -0.1818 0.8805 1.3032
H -0.1780 -1.6109 1.2079
H -0.4730 -0.1557 -1.4895
H -2.4767 1.2434 -0.4482
```

Output
* gap between HOMO and LUMO: 9.87 eV
* structure (SMILES): S[C@@H]1C(Cl)[C@H]1S
* energy relative to the best compared isomer or geometry (same formula, charge and spin): 194.5 kJ/mol
* largest force on an atom: 0.1446 Eh/bohr
* spin multiplicity: 1
* HOMO level: -9.20 eV



DFT (ωB97M-V with the def2-TZVPD basis set) results for one molecule with the formula C3H5ClS2.

```
11
Properties=species:S:1:pos:R:3
S -2.1353 -1.7901 0.0824
C -1.3694 -0.3151 -0.2193
S -2.0989 1.2244 -0.0037
C 0.1140 -0.2998 -0.5332
C 1.0766 -0.0028 0.5833
Cl 2.7708 -0.3419 -0.0803
H -0.9898 1.9805 0.0964
H 0.3355 -1.2755 -0.8564
H 0.2598 0.3274 -1.4192
H 1.1735 1.0578 0.8231
H 0.8632 -0.5649 1.5268
```

Output
* gap between HOMO and LUMO: 8.31 eV
* structure (SMILES): S=C(S)CCCl
* energy relative to the best compared isomer or geometry (same formula, charge and spin): 36.7 kJ/mol
* largest force on an atom: 0.0469 Eh/bohr
* spin multiplicity: 1
* HOMO level: -9.01 eV



What did the second record say?
DFT (ωB97M-V with the def2-TZVPD basis set) results for one molecule with the formula C3H5ClS2.

```
11
Properties=species:S:1:pos:R:3
S -2.1353 -1.7901 0.0824
C -1.3694 -0.3151 -0.2193
S -2.0989 1.2244 -0.0037
C 0.1140 -0.2998 -0.5332
C 1.0766 -0.0028 0.5833
Cl 2.7708 -0.3419 -0.0803
H -0.9898 1.9805 0.0964
H 0.3355 -1.2755 -0.8564
H 0.2598 0.3274 -1.4192
H 1.1735 1.0578 0.8231
H 0.8632 -0.5649 1.5268
```

Output
* gap between HOMO and LUMO: 8.31 eV
* structure (SMILES): S=C(S)CCCl
* energy relative to the best compared isomer or geometry (same formula, charge and spin): 36.7 kJ/mol
* largest force on an atom: 0.0469 Eh/bohr
* spin multiplicity: 1
* HOMO level: -9.01 eV



Q: What is the gap between HOMO and LUMO in the first record?
A: 9.87 eV